Entry 1:
Below is C2H7BBrNO7S as an isolated structure, with properties calculated with ωB97M-V with the def2-TZVPD basis set.

Kohn-Sham gap: 0.354 Ha
Net charge: 0
Highest occupied orbital energy: -10.435 eV
DFT total energy: -3658.86485 a.u.

Last column: natural (NBO) charge in e.
CARTESIAN COORDINATES (ANGSTROEM)
C 0.70 2.63 1.72  -0.25
O -0.44 2.78 2.56  -0.72
B -1.56 2.05 2.40  1.30
O -2.51 1.98 3.38  -0.89
O -1.86 1.40 1.16  -0.90
S -1.57 -0.16 1.00  1.79
O -1.06 -0.64 2.26  -0.92
O -0.25 0.07 -0.03  -0.83
Br 1.22 -0.96 0.27  0.36
H 1.24 1.72 2.00  0.19
H 1.34 3.49 1.88  0.19
H 0.42 2.58 0.67  0.19
H -2.61 2.82 3.85  0.51
C 0.37 -2.62 -3.36  -0.49
N 1.78 -3.08 -3.24  0.54
O 2.51 -2.92 -4.19  -0.37
O 2.10 -3.57 -2.18  -0.38
H 0.23 -2.21 -4.35  0.23
H -0.26 -3.49 -3.19  0.23
H 0.20 -1.88 -2.58  0.24

Entry 2:
Below is C2H7BNOSr as an isolated structure, with properties calculated with ωB97M-V with the def2-TZVPD basis set.

Kohn-Sham gap: 0.240 Ha
Net charge: +1
Highest occupied orbital energy: -12.504 eV
DFT total energy: -265.62737 a.u.

Last column: Mulliken charge in e.
CARTESIAN COORDINATES (ANGSTROEM)
N -0.50 2.26 -0.13  -0.48
C -1.00 1.11 -0.19  0.30
C -0.40 -0.05 0.55  -0.96
B 1.11 -0.43 0.02  0.40
O 1.37 -1.77 0.60  -0.66
H -1.01 2.94 -0.69  0.28
H -1.90 0.92 -0.82  -0.03
H -0.92 -0.93 0.30  -0.03
H -0.51 0.07 1.62  0.33
H 1.81 0.48 0.37  -0.06
H 1.02 -0.50 -1.28  -0.16
H 2.30 -2.02 0.50  0.29
Sr -1.37 -2.08 -0.85  1.77

Entry 3:
Below is C2H7BO3 as an isolated structure, with properties calculated with ωB97M-V with the def2-TZVPD basis set.

Kohn-Sham gap: 0.345 Ha
Net charge: 0
Highest occupied orbital energy: -8.946 eV
DFT total energy: -330.91981 a.u.

Last column: natural (NBO) charge in e.
CARTESIAN COORDINATES (ANGSTROEM)
B -1.34 -0.59 0.52  0.62
C 2.15 0.61 0.15  -0.25
C 0.05 -0.34 -0.42  0.19
O -2.49 -1.37 -0.02  -0.93
O -1.23 0.78 0.29  -0.76
O 1.12 -0.40 0.30  -0.45
H 2.47 0.81 1.14  0.21
H 1.83 1.36 -0.43  0.18
H 2.94 0.10 -0.42  0.19
H 0.10 0.00 -1.46  0.15
H -0.97 -0.95 1.67  -0.09
H -2.98 -1.00 -0.80  0.46
H -1.64 1.00 -0.53  0.48

Entry 4:
Below is a 2-piece molecular cluster, C2H7BO3 overall, with properties calculated with ωB97M-V with the def2-TZVPD basis set.

Kohn-Sham gap (spin up / spin down): 0.310 / 0.310 Ha
Net charge: 0
Highest occupied orbital energy (spin up / spin down): -8.173 / -8.174 eV
DFT total energy: -330.97488 a.u.

Last column: natural (NBO) charge in e.
CARTESIAN COORDINATES (ANGSTROEM)
B 0.04 1.05 -0.33  1.01
C -0.11 -1.24 1.03  -0.69
C 0.31 -0.49 -0.20  0.14
O 0.62 1.73 -1.35  -0.88
O -0.70 1.63 0.66  -0.90
O 1.20 -1.09 -1.00  -0.65
H -0.98 -0.77 1.47  0.25
H -0.34 -2.29 0.81  0.21
H 0.71 -1.21 1.76  0.22
H -1.46 -0.48 -1.11  -0.16
H 0.40 2.67 -1.40  0.49
H -0.92 2.55 0.51  0.49
H 1.22 -2.05 -0.85  0.47

Entry 5:
Below is one molecule with the formula C2H7BrN2, with properties calculated with ωB97M-V with the def2-TZVPD basis set.

Kohn-Sham gap: 0.319 Ha
Net charge: 0
Highest occupied orbital energy: -8.424 eV
DFT total energy: -2763.81861 a.u.
SMILES string: CN(C)NBr

Last column: natural (NBO) charge in e.
CARTESIAN COORDINATES (ANGSTROEM)
C 0.98 -0.42 -0.50  -0.45
C -1.38 0.12 0.12  -0.43
N 0.41 1.67 0.33  -0.37
N -0.04 0.60 -0.20  -0.17
Br 0.91 1.74 2.42  -0.27
H 0.74 -1.39 -0.28  0.21
H 1.49 -0.41 -1.45  0.21
H 1.74 -0.14 0.19  0.22
H -2.06 -0.22 -0.65  0.22
H -1.31 -0.76 0.72  0.20
H -1.72 1.09 0.65  0.25
H 1.45 1.96 0.03  0.40

Entry 6:
Below is a 2-piece molecular cluster, C2H7BrO overall, with properties calculated with ωB97M-V with the def2-TZVPD basis set.

Kohn-Sham gap: 0.412 Ha
Net charge: 0
Highest occupied orbital energy: -10.428 eV
DFT total energy: -2729.64319 a.u.
SMILES string: CCBr.O

Last column: natural (NBO) charge in e.
CARTESIAN COORDINATES (ANGSTROEM)
Br -0.94 1.30 -0.49  -0.05
C -1.35 -1.54 -0.36  -0.63
C -0.24 -0.49 -0.03  -0.41
H -2.17 -1.42 0.36  0.21
H -1.01 -2.59 -0.35  0.22
H -1.72 -1.30 -1.37  0.22
H 0.24 -0.53 0.97  0.23
H 0.55 -0.69 -0.78  0.21
O 2.19 2.62 1.02  -0.95
H 1.50 2.53 0.32  0.48
H 2.95 2.10 0.69  0.47

Entry 7:
Below is one molecule with the formula C2H7BrOSi, with properties calculated with ωB97M-V with the def2-TZVPD basis set.

Kohn-Sham gap: 0.403 Ha
Net charge: 0
Highest occupied orbital energy: -10.204 eV
DFT total energy: -3019.13114 a.u.
SMILES string: C[C@@H](Br)O[SiH3]

Last column: natural (NBO) charge in e.
CARTESIAN COORDINATES (ANGSTROEM)
C -0.35 -1.69 -0.24  -0.68
C -0.78 -0.26 -0.52  0.18
O 0.20 0.69 -0.27  -0.91
Si 1.03 1.73 0.62  1.23
Br -2.57 0.18 0.42  -0.12
H 0.09 -1.89 0.77  0.23
H 0.47 -1.99 -0.95  0.23
H -1.05 -2.52 -0.51  0.24
H -1.02 -0.23 -1.55  0.19
H 2.50 1.21 0.31  -0.19
H 0.49 1.81 2.00  -0.19
H 0.99 2.97 -0.07  -0.22

Entry 8:
Below is one molecule with the formula C2H7Cl2N2P, with properties calculated with ωB97M-V with the def2-TZVPD basis set.

Kohn-Sham gap: 0.308 Ha
Net charge: 0
Highest occupied orbital energy: -7.736 eV
DFT total energy: -1451.58942 a.u.
SMILES string: CNN=P(C)(Cl)Cl

Last column: natural (NBO) charge in e.
CARTESIAN COORDINATES (ANGSTROEM)
C 1.71 0.59 1.30  -0.43
C -0.60 -0.91 -1.76  -0.98
N 0.57 1.47 0.97  -0.46
N -0.68 0.96 0.75  -0.87
P -1.22 -0.26 -0.01  1.55
Cl -3.12 0.17 -0.24  -0.21
Cl -1.47 -1.98 1.01  -0.27
H 1.39 0.10 2.39  0.20
H 1.82 -0.16 0.47  0.16
H 2.68 1.16 1.50  0.22
H -0.39 -1.99 -1.86  0.25
H -1.65 -0.78 -2.26  0.25
H 0.16 -0.45 -2.41  0.25
H 0.80 2.08 0.14  0.34

Entry 9:
Below is a 2-piece molecular cluster, C2H7ClN4 overall, with properties calculated with ωB97M-V with the def2-TZVPD basis set.

Kohn-Sham gap: 0.316 Ha
Net charge: 0
Highest occupied orbital energy: -8.870 eV
DFT total energy: -759.48333 a.u.
SMILES string: [H]/N=N/C=C/Cl.NN

Last column: natural (NBO) charge in e.
CARTESIAN COORDINATES (ANGSTROEM)
C 0.37 -1.33 -2.60  -0.12
C 0.60 -1.58 -1.32  -0.21
N 0.39 0.94 -2.32  -0.35
N 0.61 0.01 -3.15  -0.12
N -0.18 0.82 1.61  -0.70
N -0.77 -0.43 1.99  -0.68
Cl 0.73 -3.03 -0.48  0.05
H 0.29 -2.16 -3.37  0.21
H -1.81 -0.35 2.02  0.33
H 0.68 -0.75 -0.71  0.21
H 0.64 1.81 -2.69  0.32
H -0.30 1.45 2.39  0.35
H -0.42 1.20 0.73  0.34
H -0.37 -1.11 1.39  0.35

Entry 10:
Below is one molecule with the formula C2H7ClNOPS, with properties calculated with ωB97M-V with the def2-TZVPD basis set.

Kohn-Sham gap: 0.355 Ha
Net charge: 0
Highest occupied orbital energy: -9.038 eV
DFT total energy: -1410.18098 a.u.
SMILES string: CN(C)[P@@](O)(=S)Cl

Last column: natural (NBO) charge in e.
CARTESIAN COORDINATES (ANGSTROEM)
C -1.26 0.82 0.60  -0.41
C -0.68 -0.92 -1.11  -0.44
N -0.43 -0.22 0.15  -0.74
O 1.66 0.52 1.70  -0.96
P 1.31 -0.03 0.22  1.62
S 2.31 -1.60 -0.35  -0.58
Cl 1.75 1.39 -1.03  -0.23
H -0.70 1.48 1.26  0.22
H -1.68 1.41 -0.34  0.17
H -2.25 0.45 1.12  0.20
H 0.17 -1.54 -1.35  0.25
H -1.62 -1.44 -1.14  0.21
H -0.73 -0.19 -1.83  0.17
H 2.16 -0.12 2.10  0.51

Entry 11:
Below is a 2-piece molecular cluster, C2H7ClNP overall, with properties calculated with ωB97M-V with the def2-TZVPD basis set.

Kohn-Sham gap: 0.307 Ha
Net charge: 0
Highest occupied orbital energy: -7.473 eV
DFT total energy: -936.56918 a.u.

Last column: natural (NBO) charge in e.
CARTESIAN COORDINATES (ANGSTROEM)
C 0.95 -0.67 -0.82  -0.80
C 0.07 -0.08 1.23  0.01
N -1.24 0.16 1.19  -0.84
P 0.10 0.44 -2.06  0.30
Cl 1.08 1.30 1.42  -0.01
H 0.89 -1.68 -1.01  0.18
H 2.08 -0.35 -0.56  0.22
H 0.54 -1.03 1.77  0.24
H -1.39 0.95 0.54  0.40
H -1.93 -0.64 1.15  0.41
H 0.03 1.57 -1.08  -0.04
H -1.18 0.03 -1.76  -0.06

Entry 12:
Below is a 2-piece molecular cluster, C2H7ClNS overall, with properties calculated with ωB97M-V with the def2-TZVPD basis set.

Kohn-Sham gap (spin up / spin down): 0.268 / 0.268 Ha
Net charge: +1
Highest occupied orbital energy (spin up / spin down): -13.801 / -13.801 eV
DFT total energy: -993.17232 a.u.

Last column: natural (NBO) charge in e.
CARTESIAN COORDINATES (ANGSTROEM)
C 0.58 -0.85 -0.12  -0.34
C 1.22 0.50 -0.10  0.09
N -0.56 -1.20 -0.89  -0.82
S -1.41 1.13 1.00  -0.24
Cl 1.42 1.49 -1.39  0.29
H 1.63 -1.48 -0.24  0.29
H 0.32 -1.25 0.93  0.29
H 1.87 0.76 0.69  0.24
H -0.52 -0.98 -1.92  0.40
H -1.56 1.65 2.22  0.18
H -1.02 -2.09 -0.64  0.42
H -1.97 2.32 0.47  0.20

Entry 13:
Below is C2H7F3Nb as an isolated structure, with properties calculated with ωB97M-V with the def2-TZVPD basis set.

Kohn-Sham gap: 0.265 Ha
Net charge: -1
Highest occupied orbital energy: -5.093 eV
DFT total energy: -436.71015 a.u.

Last column: natural (NBO) charge in e.
CARTESIAN COORDINATES (ANGSTROEM)
C -0.35 -1.47 -0.96  -1.28
Nb -0.08 0.76 -0.51  1.90
C 0.44 0.38 1.70  0.53
F 0.52 -1.11 1.96  -0.40
F -0.60 0.89 2.65  -0.40
F 1.80 0.92 2.08  -0.40
H -1.49 -1.72 -0.68  0.23
H 0.40 -2.18 -0.37  0.24
H -0.14 -1.69 -2.11  0.23
H -1.86 0.95 -0.14  -0.45
H 0.18 2.56 -0.31  -0.40
H 1.67 0.60 -1.05  -0.43
H -0.49 1.11 -2.26  -0.37

Entry 14:
Below is C2H7IN2S as an isolated structure, with properties calculated with ωB97M-V with the def2-TZVPD basis set.

Kohn-Sham gap (spin up / spin down): 0.197 / 0.197 Ha
Net charge: 0
Highest occupied orbital energy (spin up / spin down): -7.183 / -7.182 eV
DFT total energy: -885.66538 a.u.

Last column: natural (NBO) charge in e.
CARTESIAN COORDINATES (ANGSTROEM)
C 1.16 -0.24 0.40  -0.49
C -0.43 1.26 1.52  -0.44
N -0.13 0.31 0.38  -0.11
N -0.78 0.30 -0.73  -0.26
S -0.33 -0.87 -1.85  0.40
I -1.04 -3.44 -3.69  -0.77
H 1.25 -1.33 0.29  0.25
H 1.76 0.22 -0.47  0.24
H 1.66 -0.08 1.35  0.23
H -0.55 0.75 2.40  0.22
H 0.27 2.09 1.81  0.24
H -1.45 1.62 1.45  0.24
H -1.39 -0.58 -2.83  0.24

Entry 15:
Below is C2H7INP as an isolated structure, with properties calculated with ωB97M-V with the def2-TZVPD basis set.

Kohn-Sham gap: 0.243 Ha
Net charge: 0
Highest occupied orbital energy: -8.883 eV
DFT total energy: -774.11037 a.u.

Last column: natural (NBO) charge in e.
CARTESIAN COORDINATES (ANGSTROEM)
C -1.28 1.88 -0.17  -0.43
C 0.46 -1.91 -0.17  -0.95
N -0.92 0.58 -0.39  -0.84
P 0.44 -0.07 0.03  1.33
I 3.60 0.04 -0.03  -0.44
H -0.79 2.20 0.71  0.17
H -1.13 2.66 -1.04  0.21
H -2.38 1.91 0.05  0.22
H 1.33 -2.21 0.40  0.26
H 0.62 -2.45 -1.04  0.25
H -0.48 -2.43 0.22  0.25
H 0.53 -0.19 1.44  -0.05

Entry 16:
Below is a 2-piece molecular cluster, C2H7N overall, with properties calculated with ωB97M-V with the def2-TZVPD basis set.

Kohn-Sham gap: 0.413 Ha
Net charge: 0
Highest occupied orbital energy: -10.106 eV
DFT total energy: -135.09978 a.u.
SMILES string: C=N.C

Last column: natural (NBO) charge in e.
CARTESIAN COORDINATES (ANGSTROEM)
C 1.43 -1.67 1.28  -0.86
H 1.31 -0.99 2.09  0.22
H 0.85 -1.31 0.38  0.22
H 2.52 -1.53 1.17  0.21
H 1.27 -2.75 1.44  0.21
C -1.74 1.63 -0.94  -0.05
N -0.54 1.72 -1.43  -0.60
H -2.04 1.43 0.10  0.17
H -2.55 1.73 -1.64  0.14
H -0.52 1.74 -2.45  0.34

Entry 17:
Below is a 2-piece molecular cluster, C2H7N overall, with properties calculated with ωB97M-V with the def2-TZVPD basis set.

Kohn-Sham gap: 0.307 Ha
Net charge: 0
Highest occupied orbital energy: -8.449 eV
DFT total energy: -134.96733 a.u.
SMILES string: C=N.C

Last column: natural (NBO) charge in e.
CARTESIAN COORDINATES (ANGSTROEM)
C -1.64 0.06 0.48  -0.07
N -1.54 0.41 -0.87  -0.72
C 1.81 -0.24 -0.14  -0.85
H -1.28 0.85 1.28  0.20
H -1.97 -1.02 0.43  0.21
H -2.45 0.94 -0.44  0.37
H 2.69 -0.10 0.43  0.21
H 0.98 0.53 0.01  0.21
H 1.28 -1.10 0.04  0.20
H 2.12 -0.33 -1.22  0.22

Entry 18:
Below is a 3-piece molecular cluster, C2H7N overall, with properties calculated with ωB97M-V with the def2-TZVPD basis set.

Kohn-Sham gap: 0.323 Ha
Net charge: 0
Highest occupied orbital energy: -8.952 eV
DFT total energy: -134.95366 a.u.

Last column: natural (NBO) charge in e.
CARTESIAN COORDINATES (ANGSTROEM)
C -0.87 1.45 1.81  -0.15
N -0.15 1.30 0.69  -0.51
C 1.00 -1.24 -1.51  -0.86
H -1.13 0.53 2.41  0.15
H -1.26 2.47 2.01  0.17
H -1.36 0.30 0.68  0.33
H 2.03 -1.49 -1.47  0.21
H 0.71 -0.17 -1.28  0.24
H 0.37 -1.79 -0.76  0.21
H 0.66 -1.35 -2.58  0.21

Entry 19:
Below is one molecule with the formula C2H7N, with properties calculated with ωB97M-V with the def2-TZVPD basis set.

Kohn-Sham gap: 0.378 Ha
Net charge: 0
Highest occupied orbital energy: -9.072 eV
DFT total energy: -135.11489 a.u.
SMILES string: CNC

Last column: natural (NBO) charge in e.
CARTESIAN COORDINATES (ANGSTROEM)
C -1.22 -0.22 0.01  -0.42
C 1.20 -0.24 0.01  -0.43
H -1.07 -0.86 0.91  0.16
H -1.36 -0.86 -0.85  0.19
H -2.18 0.35 0.11  0.20
H 0.07 1.28 0.61  0.35
H 2.06 0.48 0.39  0.20
H 1.64 -0.69 -0.94  0.20
H 0.99 -1.13 0.78  0.16
N -0.01 0.61 -0.16  -0.62

Entry 20:
Below is C2H7N2 as an isolated structure, with properties calculated with ωB97M-V with the def2-TZVPD basis set.

Kohn-Sham gap (spin up / spin down): 0.316 / 0.318 Ha
Net charge: +1
Highest occupied orbital energy (spin up / spin down): -13.341 / -13.351 eV
DFT total energy: -189.46905 a.u.

Last column: natural (NBO) charge in e.
CARTESIAN COORDINATES (ANGSTROEM)
C 0.60 0.46 -0.29  0.03
C -1.35 0.82 0.03  0.01
N -0.57 0.21 -0.87  -0.38
N -0.14 1.33 0.69  -0.56
H 1.53 0.68 -0.78  0.25
H 2.40 -0.04 1.85  -0.04
H 2.25 -0.65 2.19  0.04
H -2.33 1.39 -0.18  0.27
H -0.83 -0.20 -1.74  0.46
H 0.11 1.08 1.68  0.48
H 0.12 2.25 0.48  0.45